No. 1
C42H45AlGeN5O4S2 | ωB97M-V/def2-TZVPD

Geometry as XYZ:
```
100
Properties=species:S:1:pos:R:3
Al 0.12889 -1.23854 0.62236
C -3.67504 -0.40109 -0.92405
C -2.31281 -0.32905 -0.32404
N -1.43360 -1.31628 -0.48927
N -1.84082 -2.45132 -1.14620
C -0.96332 -3.39472 -1.11629
N -1.23697 -4.55808 -1.80625
S 0.60376 -3.30261 -0.32898
C -1.82874 0.72875 0.47643
C -2.53573 1.90023 0.83668
C -1.92232 2.86763 1.57477
C -0.57269 2.69926 1.97860
C 0.06328 1.53845 1.64270
N -0.53325 0.55492 0.93625
H -3.59899 -0.68983 -1.97377
H -4.26684 -1.17672 -0.43207
H -4.19907 0.54882 -0.85047
H -2.21141 -4.66336 -2.04765
H -0.79844 -5.38647 -1.43949
H -3.55831 2.02589 0.51208
H -2.46273 3.76658 1.84253
H -0.05114 3.45638 2.54556
H 1.07556 1.32723 1.96127
C -2.81749 1.39020 7.55398
C -2.51707 0.38717 6.47642
C -1.90904 0.77735 5.29017
C -1.60182 -0.14937 4.30547
C -1.91724 -1.47942 4.51959
C -2.53435 -1.89979 5.69398
C -2.82803 -0.96273 6.66345
S -1.59359 -2.67303 3.28294
O -2.75071 -3.45420 2.97603
O -0.98280 -1.95910 2.17230
N -0.54095 -3.68361 3.99934
C 0.78747 -3.24361 4.44496
C 1.75234 -2.84255 3.32756
C 1.62959 -1.36706 2.96969
O 1.62747 -0.52541 3.84434
O 1.56820 -1.09016 1.69186
H -2.85317 2.40145 7.15221
H -2.04351 1.36454 8.32377
H -3.77004 1.17547 8.03787
H -1.66307 1.81864 5.12356
H -1.12197 0.16290 3.39041
H -2.78333 -2.94339 5.83398
H -3.31207 -1.27671 7.58007
H -0.58947 -4.59521 3.56014
H 1.18887 -4.07637 5.02054
H 0.65874 -2.40586 5.13185
H 1.61835 -3.46979 2.44505
H 2.77438 -2.98060 3.68901
C -2.52362 4.48895 -1.65731
C -3.00387 3.32374 -2.23665
C -2.13588 2.27567 -2.51152
C -0.77752 2.37856 -2.21980
C -0.31040 3.55307 -1.63194
C -1.17594 4.59930 -1.34701
Ge 0.49049 1.01667 -2.80454
C 1.89355 1.94007 -3.81186
C 2.91180 2.62242 -3.14643
C 3.88748 3.31149 -3.85175
C 3.86197 3.32290 -5.23989
C 2.85962 2.64347 -5.91516
C 1.88145 1.95930 -5.20413
C -0.36667 -0.31531 -3.91999
C -1.23527 0.06965 -4.94301
C -1.80182 -0.87755 -5.78370
C -1.50214 -2.22237 -5.61111
C -0.63731 -2.61586 -4.60102
C -0.07250 -1.66661 -3.76001
H -3.19901 5.30866 -1.44611
H -4.05594 3.22981 -2.47801
H -2.52409 1.37078 -2.96335
H 0.74347 3.66453 -1.40145
H -0.79533 5.50375 -0.88903
H 2.95452 2.60423 -2.06222
H 4.67083 3.83654 -3.31905
H 4.62409 3.85720 -5.79271
H 2.84035 2.64079 -6.99772
H 1.11170 1.42177 -5.74620
H -1.47682 1.11739 -5.08981
H -2.47577 -0.56601 -6.57190
H -1.94465 -2.96317 -6.26524
H -0.41067 -3.66313 -4.45123
H 0.59702 -1.98524 -2.96826
C 4.82162 -0.36895 -1.75588
C 3.90973 -0.64191 -0.54586
C 3.98902 -2.12939 -0.18758
C 4.35539 0.22773 0.63647
C 2.55004 -0.25710 -0.96425
C 1.50062 0.15358 -1.41470
H 5.85145 -0.61863 -1.49313
H 4.77989 0.67939 -2.05261
H 4.52161 -0.97639 -2.61029
H 5.02654 -2.38080 0.04295
H 3.65553 -2.74960 -1.01979
H 3.37048 -2.35706 0.67793
H 5.37909 -0.03473 0.91135
H 3.70723 0.07800 1.49775
H 4.33366 1.28456 0.36554
```

Lowest unoccupied orbital energy (alpha / beta) (eV): 0.5 / 0.1
Gap between HOMO and LUMO (alpha / beta) (Ha): 0.2165 / 0.2806
Multiplicity: 2
Net charge: 0

=====

No. 2
C42H45F4N7O5PbSSi | ωB97M-V/def2-TZVPD

Geometry as XYZ:
```
106
Properties=species:S:1:pos:R:3
Pb 0.42069 -0.97462 0.23006
C -0.06874 -2.38265 -3.07125
C 0.43421 -4.15605 -1.32291
N -0.46444 -3.82224 -0.22091
C -1.91905 -3.78738 -0.56822
C -2.56338 -5.09124 -1.07061
C -0.20746 -4.54276 1.02818
C -0.42630 -3.71565 2.31847
N -1.18275 -2.48569 2.06625
C -1.72276 -1.81848 3.03918
C -2.71762 -0.87932 2.71795
F -3.00169 -0.70258 1.39436
C -3.27177 0.00918 3.60720
F -4.08065 0.96450 3.15846
C -2.79868 0.10347 4.92165
C -1.87913 -0.80066 5.35016
F -1.42883 -0.74805 6.60375
C -1.18304 -1.77123 4.47913
F -1.28930 -3.03702 5.09349
H 0.45474 -1.48263 -3.45536
H -0.96423 -2.03125 -2.52542
H -0.85441 -2.58989 -5.01451
H 1.36524 -4.55745 -0.88858
H 0.03988 -4.93710 -1.98954
H -2.01547 -2.97590 -1.30685
H -2.40382 -3.42111 0.35765
H -2.20266 -5.35651 -2.07777
H -3.66176 -4.92779 -1.16890
H -2.39053 -5.94807 -0.39209
H 0.85193 -4.86322 0.98790
H -0.82201 -5.45144 1.10699
H 0.53817 -3.46518 2.79444
H -0.92569 -4.39587 3.05423
H -3.12005 0.94082 5.55206
N 2.82863 2.58223 2.17969
C 2.01282 1.95905 1.32695
N 2.34773 0.91200 0.60001
C 3.56718 0.36691 0.78627
N 3.90794 -0.73778 0.12256
N 2.90904 -1.21412 -0.60106
C 3.18567 -2.18595 -1.48639
C 2.22769 -2.80442 -2.38635
C 2.72201 -3.31169 -3.57380
C 1.99228 -4.00336 -4.57966
C 0.62421 -4.13910 -4.79231
C -0.48366 -3.27946 -4.22417
N 0.86685 -2.94911 -2.06170
C 4.53994 0.99871 1.68058
C 5.84952 0.49421 1.83846
C 6.79109 1.24468 2.52670
C 6.43448 2.42344 3.19047
C 5.11828 2.87804 3.10281
C 4.15607 2.16373 2.35499
H 2.46236 3.30518 2.79178
H 0.96491 2.25840 1.32268
H 4.24748 -2.44252 -1.57940
H 3.78081 -3.19826 -3.71447
H 2.62011 -4.54186 -5.28081
H 0.36688 -4.89781 -5.53847
H -1.33229 -3.91550 -3.93297
H 6.15568 -0.43404 1.38841
H 7.80210 0.90438 2.54354
H 7.16820 2.96758 3.77173
H 4.84154 3.80015 3.62844
O 0.21014 -1.51338 4.45158
S 1.09864 -0.44036 3.42981
O 1.90334 0.34390 4.34555
O 1.78754 -1.43313 2.59629
O 0.11656 0.31556 2.61041
C -0.92330 4.19471 -3.35044
C -0.52686 2.73506 -2.95754
C -1.17765 1.74992 -3.97163
C 1.02004 2.53947 -2.96729
Si -1.14279 2.21665 -1.25162
O -0.59994 0.75168 -0.90495
C -3.03672 2.21455 -1.20071
C -3.73079 1.01758 -1.29430
C -5.09958 1.02703 -1.15431
C -5.77359 2.23771 -0.97560
C -5.07509 3.42653 -0.89492
C -3.68951 3.41357 -0.99211
C -0.77890 3.50698 0.11972
C -1.38270 3.33202 1.36257
C -0.95648 4.04608 2.47044
C 0.04931 4.98334 2.35418
C 0.60626 5.21638 1.11046
C 0.18624 4.49613 -0.00207
H -0.56600 4.41934 -4.37641
H -0.46631 4.95507 -2.68497
H -2.02335 4.35557 -3.35992
H -0.71357 1.84466 -4.99098
H -2.27511 1.91682 -4.09044
H -1.04085 0.70677 -3.69458
H 1.43617 2.77256 -3.97524
H 1.32925 1.50308 -2.70015
H 1.56326 3.17548 -2.22672
H -3.15917 0.11381 -1.46125
H -5.65336 0.10818 -1.19975
H -6.85156 2.24975 -0.89768
H -5.58282 4.37038 -0.73791
H -3.10348 4.32648 -0.89258
H -2.17721 2.60455 1.47976
H -1.43559 3.90359 3.43120
H 0.38302 5.56377 3.21996
H 1.41352 5.92715 0.99979
H 0.62476 4.70234 -0.96884
```

Lowest unoccupied orbital energy (eV): -1.2
Gap between HOMO and LUMO (Ha): 0.2342
Net charge: 0

=====

No. 3
C42H45IIrN4O2P | ωB97M-V/def2-TZVPD

Geometry as XYZ:
```
96
Properties=species:S:1:pos:R:3
Ir 0.71455 0.77105 -0.22888
O 2.02235 5.35337 5.80692
C 1.51574 5.95998 4.75312
O 1.40510 7.15089 4.68295
C 1.08016 5.11531 3.57354
C 1.52646 3.81635 3.34365
C 1.13458 3.16066 2.19428
C 0.29529 3.76064 1.24970
C -0.16673 5.06045 1.50361
C 0.23184 5.72088 2.64508
N -0.00219 3.01345 0.12038
C -0.68027 3.49648 -0.86666
C -0.98752 2.73400 -2.04106
C -1.69432 3.33931 -3.09085
C -1.98501 2.61433 -4.22983
C -1.57393 1.28737 -4.28305
C -0.87456 0.76213 -3.20593
N -0.57388 1.44729 -2.10999
H 2.02238 4.38696 5.80117
H 2.18684 3.31491 4.03808
H 1.47117 2.15787 1.97589
H -0.82819 5.56971 0.82147
H -0.11199 6.72666 2.83419
H -1.04141 4.52130 -0.85810
H -1.99294 4.37293 -3.00485
H -2.51407 3.06864 -5.05372
H -1.78192 0.67464 -5.14457
H -0.54624 -0.26438 -3.24361
C 2.60012 -1.76466 0.77273
N 2.57945 -0.33529 1.10881
C 2.50767 -0.25753 2.57289
C 3.83811 0.30334 0.67264
C 3.80140 0.73666 -0.78958
N 2.78004 1.76560 -1.05445
C 2.65110 1.97022 -2.50010
C 3.18516 3.04077 -0.45326
H 3.34059 -2.30208 1.37809
H 2.85586 -1.92241 -0.26914
H 1.62448 -2.20645 0.97639
H 3.34874 -0.79195 3.02776
H 1.58424 -0.70734 2.93149
H 2.55028 0.77372 2.90649
H 4.68479 -0.38175 0.81041
H 4.02524 1.17356 1.30455
H 3.59480 -0.12095 -1.43208
H 4.79875 1.11386 -1.05323
H 3.61797 2.23092 -2.94622
H 1.96496 2.79204 -2.69556
H 2.27752 1.07146 -2.98926
H 4.17914 3.33119 -0.80991
H 3.22201 2.97877 0.63042
H 2.48166 3.82229 -0.72897
I -1.14710 0.53250 1.83903
C -1.89822 -1.17462 2.87307
C -2.08943 -0.94735 4.21681
C -2.72319 -1.90885 5.00483
C -3.16861 -3.06635 4.42233
C -2.98154 -3.31352 3.04724
C -3.49202 -4.49902 2.48319
C -3.35271 -4.75895 1.14546
C -2.64938 -3.86198 0.34351
C -2.09717 -2.69966 0.86090
P -1.09386 -1.78284 -0.38350
C -2.42116 -1.38321 -1.57291
C -3.15057 -0.22101 -1.32924
C -4.22459 0.11829 -2.12824
C -4.57550 -0.69449 -3.19885
C -3.85302 -1.85177 -3.44428
C -2.78861 -2.21007 -2.63560
C -0.06244 -3.12010 -1.06132
C 0.32052 -4.17009 -0.26335
C 1.12055 -5.20681 -0.75363
C 1.51558 -5.21232 -2.10334
C 1.19641 -4.17636 -2.92143
C 0.48804 -2.95303 -2.44248
C -2.29584 -2.36130 2.22131
H -1.76212 -0.02228 4.66861
H -2.88224 -1.71830 6.05277
H -3.68610 -3.81291 5.00379
H -4.00614 -5.19154 3.13263
H -3.75815 -5.65969 0.71148
H -2.52329 -4.10016 -0.70305
H -2.88094 0.41642 -0.49713
H -4.78443 1.01527 -1.91739
H -5.41403 -0.43248 -3.82636
H -4.12654 -2.49171 -4.27039
H -2.29399 -3.15275 -2.81956
H -0.02759 -4.22531 0.76090
H 1.41560 -6.01422 -0.10558
H 2.06699 -6.06028 -2.48251
H 1.49722 -4.16750 -3.95553
H -0.33286 -2.72271 -3.13679
C 1.46344 -1.75258 -2.53128
H 1.14863 -0.94408 -1.84608
H 2.46482 -2.07661 -2.26415
H 1.50021 -1.37085 -3.54773
```

Lowest unoccupied orbital energy (alpha / beta) (eV): -8.7 / -11.8
Gap between HOMO and LUMO (alpha / beta) (Ha): 0.2005 / 0.1485
Multiplicity: 6
Net charge: +3

=====

No. 4
C42H45InN2O5P2S | ωB97M-V/def2-TZVPD

Geometry as XYZ:
```
98
Properties=species:S:1:pos:R:3
In -0.32370 -0.42455 -0.01944
O 2.51949 -0.02475 2.92010
C 1.53693 0.27659 2.28663
O 1.41260 0.02509 1.00108
C 0.42409 1.10577 2.93888
C -0.03168 2.24126 2.02410
C -0.84052 3.26466 2.82359
C -2.21425 2.57056 2.93822
C -1.90835 1.21194 2.33250
O -1.05211 1.58311 1.21300
C -0.95319 0.40707 3.22434
C -0.99536 -1.08301 2.89026
O -0.86506 -1.91700 3.75542
O -1.21292 -1.34889 1.63032
H 0.85542 1.48244 3.86519
H 0.73158 2.65541 1.36897
H -0.37334 3.43962 3.79236
H -0.91037 4.21886 2.30377
H -2.58298 2.49248 3.95978
H -2.96410 3.08749 2.33860
H -2.75767 0.64489 1.96047
H -1.21067 0.51492 4.27783
C 4.17203 1.95422 -7.03997
S 2.45436 1.44981 -7.24182
C 1.66244 2.78315 -6.30261
C 1.62249 2.53811 -4.79934
C 0.69646 1.37882 -4.44680
N 0.59340 1.13444 -3.00193
P 1.50004 -0.06624 -2.18969
C 3.24974 0.38622 -2.25860
C 3.82860 0.86565 -1.08638
C 5.16829 1.23241 -1.06986
C 5.93105 1.10499 -2.22012
C 5.36444 0.60059 -3.38526
C 4.02848 0.23611 -3.40748
C 1.44825 -1.56974 -3.20354
C 2.41989 -2.54174 -2.96757
C 2.36342 -3.75753 -3.62690
C 1.33566 -4.01596 -4.52221
C 0.35622 -3.06142 -4.74493
C 0.41048 -1.84340 -4.08479
P -0.61503 1.76336 -1.95688
C -1.85093 2.58487 -3.01848
C -3.16476 2.13316 -3.05214
C -4.11495 2.77603 -3.83629
C -3.75679 3.87454 -4.59728
C -2.45216 4.35248 -4.55260
C -1.51253 3.72268 -3.75791
C 0.16764 3.25568 -1.23887
C 1.53268 3.48612 -1.34012
C 2.10151 4.61552 -0.76048
C 1.30409 5.53080 -0.09526
C -0.06746 5.31545 -0.00765
C -0.62979 4.18148 -0.56461
H 4.79621 1.16023 -7.44573
H 4.42593 2.08647 -5.98990
H 4.37553 2.87491 -7.58555
H 0.65197 2.88895 -6.70392
H 2.19255 3.70928 -6.53216
H 1.28659 3.44612 -4.29162
H 2.63042 2.33488 -4.42940
H 1.05404 0.46336 -4.92289
H -0.30194 1.57437 -4.84986
H 3.23304 0.91856 -0.18168
H 5.61467 1.59584 -0.15498
H 6.97772 1.37952 -2.20591
H 5.97067 0.47690 -4.27290
H 3.59414 -0.17306 -4.31293
H 3.22282 -2.35716 -2.26387
H 3.11831 -4.50790 -3.43416
H 1.28848 -4.96813 -5.03373
H -0.46595 -3.26695 -5.41618
H -0.38236 -1.12091 -4.23740
H -3.46105 1.28362 -2.45618
H -5.13384 2.41506 -3.84500
H -4.49447 4.37135 -5.21237
H -2.17310 5.22621 -5.12548
H -0.51534 4.13565 -3.68849
H 2.16083 2.79833 -1.88517
H 3.16883 4.77679 -0.84040
H 1.74390 6.41396 0.34811
H -0.69650 6.03504 0.49986
H -1.69798 4.01842 -0.47895
C 0.77429 -3.37749 0.05477
C -0.38000 -3.26426 -0.88617
C -1.05404 -4.24702 -1.56011
C -2.11577 -3.61606 -2.25955
C -2.03997 -2.27769 -1.98586
C -2.90907 -1.17855 -2.47321
N -0.97428 -2.04658 -1.15445
H 1.45944 -4.16194 -0.26882
H 0.44596 -3.59431 1.07317
H 1.37456 -2.46018 0.10739
H -0.81659 -5.29760 -1.54006
H -2.85468 -4.08384 -2.89082
H -3.76997 -1.58825 -3.00198
H -2.39431 -0.50376 -3.16685
H -3.29666 -0.57331 -1.64471
```

Lowest unoccupied orbital energy (eV): 0.0
Gap between HOMO and LUMO (Ha): 0.2546
Net charge: 0